No. 1
Density functional theory data (ωB97M-V/def2-TZVPD) for a structure of composition C45H45BiF9IN6O5P2S4 in a non-equilibrium geometry.

Geometry as ORCA input:
```
! RIJCOSX wB97M-V def2-TZVPD def2/J DEFGRID3
* xyz 0 1
Bi -0.9634 1.6774 0.4223
C -4.2820 0.7897 -2.3744
C -4.5926 1.9669 -1.6307
N -5.5250 2.7728 -2.0651
C -5.9681 3.7674 -1.2556
C -5.3631 4.1689 -0.0892
C -5.7716 5.5031 0.4806
O -6.2854 5.5613 1.7532
C -4.2632 3.3127 0.3848
C -3.5265 3.6601 1.5944
N -2.4463 3.1569 2.0776
C -1.9433 3.7131 3.2494
C -1.5101 5.0250 3.2659
C -0.9222 5.4911 4.4392
C -0.8574 4.7139 5.6069
C -1.3118 3.3803 5.5554
C -1.8040 2.8777 4.3791
I -2.3688 0.9108 4.1589
C -3.9032 2.2137 -0.4006
O -3.0378 1.2911 -0.0112
H -4.3674 -0.0552 -1.7235
H -3.2772 0.7641 -2.7565
H -5.0517 0.6182 -3.1639
H -6.8086 4.3651 -1.6390
H -6.4292 5.9607 -0.2854
H -4.8452 6.1652 0.4363
H -7.0153 4.9379 1.7908
H -4.1072 4.4381 2.1874
H -1.7125 5.6944 2.4126
H -0.5688 6.4881 4.4906
H -0.3919 5.0665 6.5409
H -1.2807 2.6586 6.4161
S 0.1758 4.5330 -3.0651
C -0.2265 3.5566 -1.8297
S -0.5167 1.8829 -2.0980
S -0.4574 4.1381 -0.1480
C 4.4692 -5.0248 4.0528
C 3.2014 -4.2806 3.7604
N 2.0747 -4.7926 4.2090
N 1.0862 -3.9090 3.9058
C 1.5742 -2.8615 3.1773
S 0.7248 -1.5405 2.5772
N 2.9168 -3.1196 3.0702
N 3.8441 -2.3480 2.3388
H 4.3109 -5.5687 4.9720
H 5.3561 -4.4465 4.1379
H 4.7101 -5.7704 3.2527
H 0.1632 -4.0682 4.1841
H 3.8145 -1.4034 2.8195
H 3.3298 -2.0648 1.4678
F -0.6042 -3.0397 -8.5068
C -0.9428 -1.8828 -8.0009
F -0.2918 -0.9835 -8.7194
F -2.2753 -1.7597 -8.2589
C -0.6968 -1.7435 -6.5356
C 0.3745 -2.4464 -5.9984
C 0.4884 -2.4514 -4.6033
C -0.4344 -1.7667 -3.8268
C -1.3715 -0.9742 -4.4190
C -1.5607 -0.9826 -5.7800
P -0.4909 -1.8288 -1.9204
C -1.7157 -3.2780 -1.7090
C -1.9615 -3.7591 -0.4167
C -3.0244 -4.6712 -0.2158
C -3.9152 -5.0150 -1.2606
C -3.6604 -4.4539 -2.5217
C -2.5629 -3.6099 -2.7798
C -5.0593 -5.9173 -0.9529
F -6.2241 -5.2643 -0.7584
F -5.2402 -6.7532 -2.0195
F -4.9041 -6.7065 0.1575
C 1.1185 -2.5385 -1.6014
C 2.1136 -1.7826 -1.0661
C 3.3784 -2.3506 -1.0121
C 3.6806 -3.6349 -1.4399
C 2.6301 -4.4479 -1.7968
C 1.3684 -3.8658 -1.9451
C 5.0800 -4.0919 -1.0685
F 5.3447 -5.2671 -1.5885
F 5.1199 -4.1493 0.3030
F 6.0465 -3.2415 -1.5063
H 1.0388 -2.9920 -6.6766
H 1.3932 -3.0245 -4.2960
H -2.0276 -0.3553 -3.7602
H -2.3885 -0.4385 -6.1404
H -1.2796 -3.4512 0.3827
H -3.1653 -5.1170 0.8176
H -4.3438 -4.5167 -3.3634
H -2.3778 -3.4129 -3.8310
H 1.8930 -0.8062 -0.7457
H 4.1870 -1.6620 -0.6948
H 2.8347 -5.5062 -2.0212
H 0.6278 -4.4627 -2.3682
C 2.1633 1.5118 4.9566
C 1.8382 2.0688 3.5905
O 2.8901 1.6045 2.7296
P 2.6113 1.4908 1.0742
O 3.9678 0.7487 0.6164
C 5.1888 1.4367 0.1239
C 5.0650 1.5630 -1.3756
O 2.8317 2.9904 0.6152
C 3.7499 4.0205 1.0654
C 2.9558 5.2492 1.3092
H 1.5322 2.0277 5.6907
H 3.2225 1.7408 5.2238
H 1.9146 0.4354 4.8711
H 1.7601 3.1446 3.5596
H 0.8599 1.6211 3.2475
H 6.0071 0.8346 0.3183
H 5.2924 2.4358 0.5811
H 5.0960 0.5644 -1.8535
H 5.7512 2.2915 -1.7191
H 4.0546 1.9543 -1.6091
H 4.4813 4.2465 0.2150
H 4.2741 3.7236 2.0176
H 2.5244 5.6625 0.4038
H 3.6144 5.9783 1.8440
H 2.1043 5.0894 1.9369
*
```

Its LUMO energy is -0.569 eV. The total energy is -166891.1979 eV. The calculation puts the HOMO-LUMO gap at 7.465 eV.

Mulliken population analysis, charges in e, atoms 1 to 5: 1.98, -0.84, 0.55, -0.66, -1.07

---

No. 2
Density functional theory data (ωB97M-V/def2-TZVPD) for an isolated molecule of C4H6N2O in a non-equilibrium geometry.

Geometry as ORCA input:
```
! RIJCOSX wB97M-V def2-TZVPD def2/J DEFGRID3
* xyz 0 1
C 2.1693 -0.7276 0.0508
C 1.0177 -0.2407 -0.3913
O 0.6226 1.1421 -0.1174
C -0.7593 1.2563 -0.1408
N -1.2999 0.1776 0.6954
C -1.9271 -0.8801 0.2027
N -2.4270 -1.8065 -0.2520
H 2.7338 -0.2324 0.8207
H 2.6482 -1.5315 -0.4777
H 0.4736 -0.6741 -1.2202
H -1.1679 1.1207 -1.1518
H -1.0234 2.2276 0.3007
H -1.0606 0.1687 1.6810
*
```

Its LUMO energy is 0.799 eV. The total energy is -9270.8243 eV. The calculation puts the HOMO-LUMO gap at 10.646 eV.

Mulliken population analysis, charges in e, atoms 1 to 5: -0.68, 0.08, -0.36, -0.35, -0.30

---

No. 3
Density functional theory data (ωB97M-V/def2-TZVPD) for a cluster of 2 separate species, C4H7N3 in total in a non-equilibrium geometry.

Geometry as ORCA input:
```
! RIJCOSX wB97M-V def2-TZVPD def2/J DEFGRID3
* xyz 0 1
C 2.2388 -0.4894 0.2298
C -0.0771 0.4354 -0.3669
C -1.1328 1.1187 -0.0151
C -1.7123 -0.9836 -0.2211
H 3.2464 -0.3192 -0.0543
H 2.1965 -0.5806 1.4502
H 2.0453 -1.6017 -0.2246
H 1.6659 1.7637 -0.5511
H -1.3722 2.0526 0.4987
H -3.2906 0.4306 0.8228
H -2.3182 -1.7915 -0.3299
N 1.3318 0.6492 -0.6353
N -2.2987 0.1285 -0.1036
N -0.5228 -0.8128 -0.4995
*
```

Its LUMO energy is 0.369 eV. The total energy is -8726.5880 eV. The calculation puts the HOMO-LUMO gap at 8.736 eV.

Mulliken population analysis, charges in e, atoms 1 to 5: -0.72, 0.47, -0.61, -0.16, 0.36

---

No. 4
Density functional theory data (ωB97M-V/def2-TZVPD) for an isolated molecule of C21H13NO in a non-equilibrium geometry.

Geometry as ORCA input:
```
! RIJCOSX wB97M-V def2-TZVPD def2/J DEFGRID3
* xyz 0 1
C -2.1878 -3.1003 2.1444
C -3.4780 -2.8139 2.4064
C -4.0382 -1.6262 2.0174
C -3.3429 -0.6649 1.2007
C -1.9388 -0.9229 1.0297
C -1.4350 -2.1917 1.4189
C -1.1465 0.0307 0.2608
C 0.2831 -0.0624 0.3440
C 1.0374 0.7250 -0.4812
C 0.4076 1.6796 -1.3221
C 1.0593 2.3449 -2.3239
C 2.3428 1.9943 -2.5674
C 3.0672 1.1260 -1.6476
C 4.4030 0.8840 -1.8825
C 5.2112 0.2916 -1.0054
C 4.6402 -0.4176 0.1016
C 3.2445 -0.1838 0.3292
C 2.4472 0.5668 -0.5272
N -0.8839 1.9080 -1.2808
C -1.7052 1.1052 -0.4169
C -3.1179 1.4776 -0.1963
O -4.0411 0.5380 -0.8137
C -4.0182 0.5519 0.5915
H -1.6940 -3.9985 2.4686
H -3.9914 -3.3923 3.0202
H -5.1579 -1.5039 2.2161
H -0.4691 -2.5489 1.1830
H 0.5731 -0.7223 1.1215
H 0.5618 3.1043 -2.9577
H 2.8910 2.5754 -3.2489
H 4.9344 1.3300 -2.7559
H 6.2783 0.3043 -1.0466
H 5.0645 -1.1049 0.8552
H 2.6570 -0.7401 1.0298
H -3.5452 2.5424 -0.3314
H -4.9123 0.9146 1.0665
*
```

Its LUMO energy is -0.157 eV. The total energy is -25523.3469 eV. The calculation puts the HOMO-LUMO gap at 8.006 eV.

Mulliken population analysis, charges in e, atoms 1 to 5: -0.65, -0.67, -0.54, 0.32, 0.55

---

No. 5
Density functional theory data (ωB97M-V/def2-TZVPD) for an isolated molecule of C4H10N4 in a non-equilibrium geometry.

Geometry as ORCA input:
```
! RIJCOSX wB97M-V def2-TZVPD def2/J DEFGRID3
* xyz 0 1
N 1.3405 1.7834 -0.0418
N 2.4712 0.9779 -0.1536
C 2.2908 -0.2579 0.1051
C 1.0221 -0.9416 0.4834
C -0.0016 -1.0952 -0.6156
C -1.3597 -0.6904 -0.1686
N -1.6980 0.5406 -0.2331
N -3.0103 0.9111 0.0780
H 1.4946 2.6561 -0.5593
H 0.4849 1.2734 -0.2906
H 3.1926 -0.8803 0.0295
H 0.5782 -0.3326 1.2820
H 1.3118 -1.8695 0.9495
H -0.0045 -2.0952 -1.0583
H 0.2822 -0.4061 -1.4000
H -2.0370 -1.4847 0.2442
H -2.9170 1.7290 0.6507
H -3.4407 0.1821 0.6986
*
```

Its LUMO energy is 0.988 eV. The total energy is -10268.1178 eV. The calculation puts the HOMO-LUMO gap at 9.714 eV.

Mulliken population analysis, charges in e, atoms 1 to 5: -0.37, -0.43, -0.13, -0.72, -0.80

---

No. 6
Density functional theory data (ωB97M-V/def2-TZVPD) for a cluster of 2 separate species, C4H7NO2 in total in a non-equilibrium geometry.

Geometry as ORCA input:
```
! RIJCOSX wB97M-V def2-TZVPD def2/J DEFGRID3
* xyz 0 1
C -0.3031 -2.5672 -1.1523
C 0.8102 -1.9523 -0.9002
C 0.5487 -0.0740 0.2102
C -0.9856 1.5694 0.8846
N -0.6315 0.2898 0.3195
O 1.7176 0.4525 0.4861
O -0.0049 2.5779 0.7288
H -0.3367 -3.4977 -1.7054
H -1.2473 -2.1669 -0.8228
H 1.8462 -2.1087 -1.0946
H -1.1362 1.4638 1.9644
H -1.9329 1.8701 0.4209
H 1.5965 1.3456 0.8719
H 0.0590 2.7978 -0.2111
*
```

Its LUMO energy is 0.639 eV. The total energy is -9842.8489 eV. The calculation puts the HOMO-LUMO gap at 9.613 eV.

Mulliken population analysis, charges in e, atoms 1 to 5: -0.49, -0.36, 0.40, -0.26, -0.37

---

No. 7
Density functional theory data (ωB97M-V/def2-TZVPD) for a cluster of 2 separate species, C3H13N4S in total in a non-equilibrium geometry.

Geometry as ORCA input:
```
! RIJCOSX wB97M-V def2-TZVPD def2/J DEFGRID3
* xyz 2 2
N -0.7784 1.3078 2.5478
C -0.1768 1.8348 1.3622
N 1.2649 1.7831 1.3663
N -0.5819 3.1857 1.1461
H -1.7598 1.5585 2.6770
H -0.7435 0.2928 2.5111
H 1.6254 1.7942 2.3170
H 1.5716 0.9064 0.9540
H 0.1724 3.8325 0.9488
H -1.3646 3.2917 0.5068
C -0.5077 -2.0842 -2.1356
C 0.6268 -1.3771 -1.3400
S 0.1295 -1.0395 0.3556
N -0.0664 -2.3741 -3.4909
H -0.8153 -2.9956 -1.5936
H -1.3472 -1.3868 -2.1926
H 1.5275 -2.0029 -1.3094
H 0.8497 -0.4399 -1.8589
H -0.5431 1.1912 0.4706
H 0.7454 -2.9971 -3.5830
H -0.8283 -2.7259 -4.0867
*
```

Its LUMO energy (alpha / beta) is -11.908 / -12.231 eV. The total energy is -20094.3856 eV. The calculation puts the HOMO-LUMO gap (alpha / beta) at 4.994 / 4.667 eV. Its expectation value of S² is 0.755.

Mulliken population analysis, charges in e, atoms 1 to 5: -0.39, 0.37, -0.44, -0.37, 0.27

---

No. 8
Density functional theory data (ωB97M-V/def2-TZVPD) for a structure of composition C10H29F3HfNO7 in a non-equilibrium geometry.

Geometry as ORCA input:
```
! RIJCOSX wB97M-V def2-TZVPD def2/J DEFGRID3
* xyz 1 1
Hf -1.1193 -2.2576 0.8206
F -2.8904 -0.6746 1.3020
F -0.2148 -0.1043 0.4365
F 0.9494 -2.4000 1.9521
C 1.6631 -1.5062 -2.8028
C 1.1355 -2.8392 -2.3140
C 2.2716 -3.9671 -2.5883
O 2.1232 -5.1751 -1.8038
C 2.9940 -6.1306 -2.4000
N 0.9417 -2.8212 -0.8632
H 2.5699 -1.2292 -2.2651
H 0.9860 -0.6527 -2.7682
H 1.8379 -1.6201 -3.8727
H 0.1966 -3.1339 -2.7827
H 3.2911 -3.6487 -2.3708
H 2.2009 -4.0835 -3.6697
H 2.8608 -6.1624 -3.4813
H 2.8419 -7.1382 -2.0130
H 4.0005 -5.9101 -2.0444
H 1.3440 -3.7277 -0.6722
H 1.6445 -2.1673 -0.5492
C -3.0620 4.1055 2.2770
C -3.3925 2.6012 1.9840
O -2.6358 2.1188 0.8978
O -1.6954 4.2161 2.7795
H -3.7554 4.5908 2.9639
H -3.1419 4.6594 1.3416
H -4.4791 2.5160 1.9759
H -2.9598 2.0360 2.8095
H -2.6635 1.1605 0.9476
H -1.2283 3.4544 2.4286
C 0.1588 2.1026 -2.1380
C -0.0284 3.3204 -3.0275
O -1.4387 3.6838 -3.0603
O -0.4190 2.4175 -0.9400
H 1.2212 1.8890 -2.0212
H -0.3218 1.2498 -2.6176
H 0.3391 3.0252 -4.0103
H 0.6431 4.1357 -2.7582
H -1.7271 3.5479 -2.1548
H -0.4857 1.5345 -0.5692
C 0.7219 0.7917 3.4600
C -0.5854 0.5393 4.4078
O -1.1702 1.6584 5.0674
O 0.4399 1.6863 2.4488
H 1.0512 -0.1678 3.0611
H 1.6178 1.1320 3.9792
H -0.3648 -0.2862 5.0845
H -1.3771 0.0758 3.8192
H -1.0466 2.4652 4.5622
H 0.1571 1.0900 1.7516
*
```

Its LUMO energy is -8.724 eV. The total energy is -36108.9993 eV. The calculation puts the HOMO-LUMO gap at 2.794 eV.

Mulliken population analysis, charges in e, atoms 1 to 5: 1.90, -0.64, -0.28, -0.51, -1.19

---

No. 9
Density functional theory data (ωB97M-V/def2-TZVPD) for a structure of composition C3H5O4Rb in a non-equilibrium geometry.

Geometry as ORCA input:
```
! RIJCOSX wB97M-V def2-TZVPD def2/J DEFGRID3
* xyz 0 1
O 2.0186 0.8383 2.6770
C 0.8297 0.8381 2.3847
O 0.2680 0.7330 1.2570
O -0.1199 0.9968 3.3803
H 0.2979 1.0370 4.2471
C -0.8858 -0.9175 -2.2012
O -1.7417 -0.2796 -1.5813
C 0.5775 -0.6995 -2.0497
H 0.6805 -0.5864 -3.1984
H -1.1759 -1.9147 -2.5910
H 0.8486 0.3106 -1.7263
H 1.0864 -1.6548 -1.8512
Rb -2.6840 1.2987 1.2529
*
```

Its LUMO energy is -0.755 eV. The total energy is -12037.3216 eV. The calculation puts the HOMO-LUMO gap at 6.997 eV.

Mulliken population analysis, charges in e, atoms 1 to 5: -0.65, 0.63, -0.72, -0.49, 0.29

---

No. 10
Density functional theory data (ωB97M-V/def2-TZVPD) for a cluster of 2 separate species, C2H6NO2 in total in a non-equilibrium geometry.

Geometry as ORCA input:
```
! RIJCOSX wB97M-V def2-TZVPD def2/J DEFGRID3
* xyz -1 1
C -2.3150 0.9927 -0.6086
O -1.6994 -0.3572 -0.6308
H -3.3419 0.7225 -0.9006
H -2.1434 1.1722 0.4382
H -1.6978 1.5040 -1.3810
C 1.5539 -0.5508 0.2492
N 0.4373 -0.2601 0.8450
O 2.6347 0.0407 0.1775
H 1.5943 -1.6392 -0.1002
H -1.0103 -0.3984 0.1373
H 0.6230 0.3394 1.6737
*
```

Its LUMO energy is 4.327 eV. The total energy is -7756.0542 eV. The calculation puts the HOMO-LUMO gap at 7.992 eV.

Mulliken population analysis, charges in e, atoms 1 to 5: -0.49, -0.60, 0.15, 0.24, 0.17

---

No. 11
Density functional theory data (ωB97M-V/def2-TZVPD) for an isolated molecule of H2N4O3 in a non-equilibrium geometry.

Geometry as ORCA input:
```
! RIJCOSX wB97M-V def2-TZVPD def2/J DEFGRID3
* xyz 0 1
N 1.2237 0.2616 0.0311
N -0.0435 -0.1167 0.3616
N -0.3806 -1.6335 0.1964
O 0.5703 -2.2826 -0.0326
N -1.1492 0.8203 0.1437
O -2.2729 0.3963 0.2054
O -0.8867 1.9974 -0.0625
H 1.3919 1.1239 -0.4725
H 1.5469 -0.5667 -0.3707
*
```

Its LUMO energy (alpha / beta) is -1.134 / -1.134 eV. The total energy is -12127.7271 eV. The calculation puts the HOMO-LUMO gap (alpha / beta) at 8.487 / 8.489 eV.

Mulliken population analysis, charges in e, atoms 1 to 5: -0.54, 0.18, 0.30, -0.37, 1.06

---

No. 12
Density functional theory data (ωB97M-V/def2-TZVPD) for a structure of composition C16H13CoN7O2S3 in a non-equilibrium geometry.

Geometry as ORCA input:
```
! RIJCOSX wB97M-V def2-TZVPD def2/J DEFGRID3
* xyz -2 2
Co -0.8796 0.8948 -0.3322
C 0.5350 -2.9831 -1.0435
C -0.2663 -1.7234 -0.8678
N 0.1909 -0.7307 -0.0920
N 1.4823 -0.8116 0.2618
C 1.9734 -0.5177 1.4217
N 3.3762 -0.4744 1.4553
S 1.2094 -0.2585 2.9110
C -1.5216 -1.5350 -1.4425
C -2.2461 -2.5128 -2.1680
C -3.4957 -2.2446 -2.6385
C -4.0580 -0.9759 -2.3705
C -3.3060 -0.0556 -1.6773
N -2.0695 -0.2693 -1.2388
H 1.5801 -2.7495 -0.8487
H 0.4304 -3.3773 -2.0530
H 0.2077 -3.7464 -0.3331
H 3.8050 -1.0302 0.7282
H 3.7306 -0.6725 2.3804
H -1.7895 -3.4764 -2.3430
H -4.0570 -2.9863 -3.1957
H -5.0491 -0.7217 -2.7144
H -3.7329 0.9196 -1.4763
S -2.2742 0.9465 1.7129
C -2.8879 2.5459 1.5676
C -3.6330 3.0171 2.6532
N -4.2841 3.3632 3.5409
C -2.7405 3.3481 0.4444
S -1.9644 2.8620 -1.0212
C -3.2479 4.6467 0.4160
N -3.6595 5.7220 0.3219
O 1.0660 1.2724 -1.8709
C 1.4245 1.8492 -0.8467
C 2.7909 2.4865 -0.6191
C 2.5605 3.3071 0.6366
C 1.1459 2.8830 1.1156
O 0.6223 3.3382 2.1048
N 0.6180 2.0225 0.2102
H 3.0918 3.0651 -1.4949
H 3.5110 1.6806 -0.4623
H 2.5400 4.3793 0.4345
H 3.2801 3.1169 1.4317
*
```

Its LUMO energy (alpha / beta) is 4.393 / 4.416 eV. The total energy is -101463.9499 eV. The calculation puts the HOMO-LUMO gap (alpha / beta) at 4.996 / 4.994 eV. Its expectation value of S² is 0.764.

Mulliken population analysis, charges in e, atoms 1 to 5: -0.48, -1.68, 0.85, 1.10, -0.85